Entry from the Open Molecules 2025 dataset: a structure of composition C22H60N5Na2O10Pb at a distorted geometry (ωB97M-V/def2-TZVPD).

Calculated values
Total charge: +3
E_tot in Ha: -2416.40795
Kohn-Sham gap in eV: 1.025
LUMO level in eV: -11.65

Geometry (Å):
Na 29.08962 25.59537 31.69009
Na 25.16752 28.61063 32.81017
Pb 24.89122 22.35036 34.41496
C 24.29043 25.03762 29.86965
O 24.95008 24.99960 31.10146
H 24.54830 24.19427 29.22906
H 23.22199 24.93396 30.05887
H 24.30203 25.98674 29.33380
C 19.75964 31.02043 28.19510
O 20.80968 31.84006 28.67262
C 21.94311 31.17820 29.13566
C 23.02695 32.05487 29.92480
N 22.47172 32.16442 31.29831
C 23.28703 33.06149 32.09727
C 22.77090 34.47040 31.79662
O 21.35515 34.50523 31.76271
C 20.84616 35.76534 31.40106
H 20.25178 30.27382 27.57183
H 19.06794 31.50565 27.50646
H 19.07272 30.70763 28.98148
H 22.49925 30.75362 28.29987
H 21.57299 30.36659 29.76207
H 23.08612 32.92355 29.26907
H 23.99147 31.55176 29.99325
H 21.54756 32.56074 31.20371
H 24.34599 32.82446 31.99462
H 23.05876 32.79092 33.12819
H 22.95979 34.74525 30.75889
H 23.15150 35.20622 32.50502
H 21.18834 36.42112 30.60046
H 20.89241 36.41064 32.27831
H 19.81510 35.46325 31.21736
C 20.95452 23.79640 35.49962
O 22.03430 23.71958 36.49855
C 21.63580 23.49518 37.85575
C 22.85572 23.16256 38.67696
N 23.42149 21.85879 38.24221
C 22.69440 20.67324 38.57070
C 23.42216 19.56528 39.32379
O 23.86742 20.03445 40.59215
C 22.83557 20.14281 41.63472
H 20.12576 24.47308 35.70786
H 20.36135 22.88349 35.44608
H 21.47508 23.98269 34.56025
H 20.90633 22.68635 37.81353
H 21.18613 24.34586 38.36784
H 22.62203 23.21241 39.74045
H 23.55476 23.98665 38.53443
H 24.39812 21.81766 38.49635
H 22.47664 20.27326 37.58040
H 21.74585 20.97173 39.01710
H 24.30814 19.28529 38.75392
H 22.85268 18.64294 39.43813
H 22.07052 20.89610 41.44672
H 23.43845 20.50468 42.46760
H 22.38090 19.15687 41.73110
C 15.95444 31.32929 23.39408
O 16.00855 29.94787 23.61493
C 14.95668 29.19271 23.05111
C 15.20914 27.68899 23.34868
N 15.00405 27.38593 24.74980
C 15.41187 26.04762 25.02758
C 15.47589 25.92315 26.58513
O 16.63045 26.54555 27.05812
C 17.18032 26.25034 28.36241
H 16.74300 31.72492 24.03419
H 15.02576 31.81383 23.69557
H 16.21385 31.60618 22.37225
H 15.13019 29.41234 21.99766
H 13.95349 29.61613 23.10034
H 16.20951 27.52981 22.94616
H 14.50529 27.06902 22.79341
H 15.64389 27.89526 25.34250
H 16.36098 25.71783 24.60506
H 14.63455 25.34315 24.73156
H 15.49081 24.90286 26.96841
H 14.62149 26.40755 27.05784
H 18.00350 26.93852 28.55442
H 17.59966 25.28035 28.62956
H 16.35658 26.53738 29.01599
C 20.47458 20.56726 26.72379
O 20.39619 21.16335 25.63039
N 21.38402 20.77097 27.68756
N 19.73225 19.56063 26.97774
H 21.97971 21.55564 27.46500
H 21.16611 20.40138 28.60191
H 18.92902 19.36161 26.39868
H 19.82242 19.18560 27.91119
C 27.70355 22.66020 26.01228
O 29.02090 22.10517 25.89580
H 27.38590 22.86481 24.98986
H 27.00701 21.95597 26.46723
H 27.65088 23.45410 26.75729
H 29.16915 21.46356 26.59434
C 23.04565 25.14839 23.76271
O 21.68994 25.39567 23.56285
H 23.27375 25.47915 24.77596
H 23.21587 24.10521 23.49644
H 23.55791 25.81991 23.07369
H 21.10983 24.86298 24.11179

Entry from the Open Molecules 2025 dataset: a cluster of 5 separate species, C22H60O14P3 in total at a distorted geometry (ωB97M-V/def2-TZVPD).

Calculated values
Total charge: -1
E_tot in Ha: -2951.31040
Kohn-Sham gap in eV: 5.961
LUMO level in eV: 1.99

Geometry (Å):
C 2.14369 -2.55131 -2.94287
O 1.06739 -2.74952 -2.03593
C -0.10174 -1.99056 -2.38326
C -0.51442 -1.02081 -1.21538
C -0.90721 0.44389 -1.71128
C -2.39789 0.85943 -1.49144
P -3.78335 0.32454 -2.66601
C -2.62875 -0.16183 -4.13032
O -3.48919 -0.23438 -5.31937
O -3.36047 0.94283 -6.07993
P -3.84174 -1.80437 -1.85293
P -5.73652 -2.65725 -2.54661
O -6.83898 -1.62081 -2.66664
O -6.20121 -3.90264 -1.48544
O -5.55772 -3.38243 -4.05679
H 3.08602 -2.47829 -2.33693
H 2.07979 -1.61190 -3.54005
H 2.27321 -3.40340 -3.66189
H -0.93667 -2.73481 -2.50115
H -0.02613 -1.42585 -3.33925
H -1.30207 -1.44835 -0.54305
H 0.39428 -0.95176 -0.55711
H -0.44401 0.69250 -2.69502
H -0.32022 1.09536 -0.99584
H -2.43033 1.98310 -1.43774
H -2.68180 0.52810 -0.44951
H -4.89310 -0.06538 -3.49074
H -4.75592 0.71840 -1.63844
H -3.84121 1.70423 -3.19022
H -2.16961 -1.17704 -4.05659
H -1.88543 0.63751 -4.39740
H -3.65627 1.66434 -5.49554
H -3.89881 -1.71097 -0.42812
H -5.98736 -4.73002 -1.93814
H -4.68958 -3.80940 -4.10440
C 6.22566 -4.47136 -2.97778
O 4.87604 -4.74457 -2.63876
C 4.53685 -6.11398 -2.81865
C 4.51458 -6.85726 -1.49357
O 5.81984 -6.95215 -0.93037
C 6.03156 -6.00990 0.10919
H 6.47318 -3.47762 -2.60344
H 6.91186 -5.19372 -2.52906
H 6.34546 -4.47666 -4.06611
H 5.21915 -6.59537 -3.52626
H 3.53168 -6.13879 -3.25055
H 4.17046 -7.88055 -1.67131
H 3.82299 -6.38320 -0.79165
H 5.49668 -6.32393 1.01123
H 5.70680 -5.00790 -0.17923
H 7.09989 -5.97953 0.32498
C 2.97573 -0.64307 0.93680
O 2.00377 -0.67838 1.97068
C 2.40493 -1.48586 3.06837
C 2.90378 -0.63743 4.22655
O 4.11859 0.02871 3.89638
C 3.91490 1.39364 3.56403
H 2.70948 0.15925 0.24815
H 3.97795 -0.44879 1.32779
H 2.96976 -1.59128 0.38948
H 3.16317 -2.21313 2.76168
H 1.51990 -2.04027 3.39586
H 3.12266 -1.29441 5.07420
H 2.14129 0.08084 4.54116
H 3.71318 1.97010 4.47260
H 3.09212 1.52101 2.85751
H 4.82805 1.77126 3.10227
C 3.99305 5.84890 4.60560
O 3.85530 4.74389 5.48568
C 5.10674 4.31202 6.00960
C 5.30767 4.80522 7.43300
O 5.44665 6.22182 7.47623
C 4.25611 6.87200 7.89214
H 3.00140 6.26572 4.42934
H 4.62894 6.62941 5.02997
H 4.40849 5.51476 3.64960
H 5.93127 4.62991 5.36419
H 5.08867 3.21774 6.01712
H 6.23942 4.38346 7.82182
H 4.48946 4.47601 8.07984
H 4.11666 6.74006 8.97001
H 3.38051 6.49403 7.36017
H 4.35970 7.93576 7.67740
C -9.49225 2.54965 -3.23889
O -9.52808 2.03896 -1.91799
C -8.34161 1.31385 -1.58446
C -7.40917 2.14850 -0.72277
O -6.88018 3.25628 -1.45003
C -7.53223 4.47097 -1.13425
H -10.30477 3.27085 -3.34505
H -8.54748 3.05480 -3.45360
H -9.64614 1.73798 -3.95707
H -7.83148 0.96287 -2.48519
H -8.65437 0.43556 -1.01375
H -6.55998 1.52559 -0.42962
H -7.91394 2.48874 0.18790
H -7.21124 4.82121 -0.14654
H -8.61983 4.36415 -1.14958
H -7.24597 5.21240 -1.88162

Entry from the Open Molecules 2025 dataset: a cluster of 7 separate species, C22H61ClN5O10 in total at a distorted geometry (ωB97M-V/def2-TZVPD).

Calculated values
Energy relative to the best compared isomer or geometry (same formula, charge and spin) in kcal/mol: 57.03
Total charge: -1
E_tot in Ha: -2360.81214
Kohn-Sham gap in eV: 8.437
LUMO level in eV: 2.56

Geometry (Å):
Cl 1.26890 -0.04468 -1.00486
O 0.02005 -0.68651 -0.91997
O 1.09927 1.25147 -1.58665
O 1.73871 0.13554 0.33577
O 2.13005 -0.87840 -1.83043
C -0.31643 -5.75620 -1.28331
C -0.20019 -4.81138 -0.09583
C 1.22307 -4.23528 0.12659
O 1.33443 -3.80132 1.47000
C 2.61481 -3.33028 1.86772
N -1.13438 -3.69224 -0.22872
H 0.04380 -5.27559 -2.19290
H -1.29629 -6.15074 -1.55221
H 0.37880 -6.56436 -1.05606
H -0.49118 -5.40028 0.77401
H 1.54047 -3.41573 -0.51815
H 1.90696 -5.07817 0.02692
H 2.72002 -3.22812 2.94781
H 2.77954 -2.33043 1.46616
H 3.32415 -4.07691 1.51065
H -0.52468 -2.99864 0.18027
H -0.82332 -3.47483 -1.16471
C 0.81508 -0.36355 3.71906
C -0.53258 -1.01136 3.42855
C -1.66750 0.04826 3.61997
O -2.97620 -0.50888 3.53427
C -4.06406 0.35664 3.88831
N -0.46043 -1.55905 2.09370
H 0.85562 0.06947 4.71854
H 0.97924 0.55197 3.15075
H 1.68540 -1.01974 3.71159
H -0.55589 -1.82363 4.15503
H -1.57084 0.82188 2.85822
H -1.51564 0.47494 4.61142
H -4.28495 1.08143 3.10473
H -3.79538 0.94317 4.76689
H -5.00587 -0.18181 3.99391
H 0.32477 -2.19155 2.15293
H -0.14011 -0.75466 1.57365
C 5.31225 0.81053 0.58199
C 5.57572 0.15378 1.95913
C 6.27109 1.04090 3.00934
O 7.59706 1.41785 2.62452
C 8.32047 2.04990 3.69686
N 4.24273 -0.25575 2.45914
H 6.25822 1.07584 0.10991
H 4.71855 1.72196 0.65215
H 4.77570 0.10593 -0.05342
H 6.16209 -0.74077 1.74924
H 6.24327 0.45316 3.92689
H 5.67697 1.94271 3.15717
H 8.28148 1.53135 4.65482
H 8.01359 3.09208 3.78523
H 9.37712 2.04216 3.42942
H 3.90331 0.58120 2.91126
H 3.62615 -0.36670 1.66691
C -3.59277 0.26570 -1.33099
C -3.77254 -0.77453 -0.21951
C -5.25197 -0.73064 0.30841
O -5.38114 -1.66274 1.36478
C -6.69094 -1.68964 1.87888
N -3.39430 -2.04009 -0.90894
H -2.56592 0.25136 -1.69632
H -3.72284 1.27318 -0.93579
H -4.26328 0.14825 -2.18230
H -3.17934 -0.51016 0.65590
H -5.86451 -0.90230 -0.57670
H -5.45418 0.27771 0.66957
H -7.12938 -0.75704 2.23402
H -6.80539 -2.41727 2.68235
H -7.33689 -2.09302 1.09905
H -4.07897 -1.99340 -1.64998
H -2.61109 -1.75941 -1.48157
C -1.13564 2.84010 -4.24429
C -1.80811 1.47384 -4.42109
C -2.69827 1.36966 -5.69529
O -3.75640 2.23465 -5.82317
C -4.49068 2.08026 -7.05703
N -0.75020 0.43534 -4.32314
H -1.86471 3.64436 -4.14561
H -0.58128 2.91556 -5.17975
H -0.48219 2.82730 -3.37197
H -2.52283 1.39784 -3.60164
H -3.10432 0.35843 -5.72043
H -2.07383 1.43578 -6.58624
H -4.80418 1.04050 -7.15035
H -3.87951 2.29194 -7.93439
H -5.35830 2.72319 -7.20528
H 0.00537 0.52591 -4.98724
H -0.26160 0.54721 -3.44630
C 2.43475 6.14599 -0.35436
C 1.72974 4.81963 -0.60327
O 2.23788 4.16615 -1.76797
H 2.03340 6.74061 0.46628
H 2.53647 6.90943 -1.12567
H 3.46423 5.93346 -0.06610
H 0.65237 4.97444 -0.66169
H 1.97222 4.22807 0.27955
H 1.81815 3.30750 -1.85822

Entry from the Open Molecules 2025 dataset: a structure of composition C22H61O16PS6Ta at a distorted geometry (ωB97M-V/def2-TZVPD).

Calculated values
Total charge: -1
E_tot in Ha: -4865.93874
Kohn-Sham gap in eV: 5.285
LUMO level in eV: 1.27

Geometry (Å):
C -1.84955 -11.92838 -1.16062
O -2.04098 -10.65100 -0.60679
C -2.45404 -10.56977 0.74844
C -3.50399 -9.48789 0.89669
C -2.90887 -8.07926 0.92181
C -2.51089 -7.59697 2.32837
C -1.02166 -7.31760 2.53483
C -0.52632 -6.09722 1.73269
Ta 0.66616 -6.38041 -0.14600
P 2.79146 -7.43749 1.09602
S 4.38049 -6.26791 1.44495
H -0.79603 -12.06058 -1.43045
H -2.12558 -12.71651 -0.45033
H -2.45771 -12.04419 -2.06286
H -2.82854 -11.55115 1.06839
H -1.57780 -10.33756 1.37117
H -4.06060 -9.67319 1.82217
H -4.21122 -9.60421 0.07226
H -3.61420 -7.37973 0.47066
H -2.02472 -8.06215 0.27652
H -2.83196 -8.33883 3.06889
H -3.05007 -6.67425 2.57128
H -0.45918 -8.22447 2.28102
H -0.85943 -7.15678 3.60648
H -1.36142 -5.40155 1.59774
H 0.22318 -5.54196 2.32679
H 1.57050 -4.76987 -0.04608
H 1.43732 -6.66195 -1.81116
H 0.38135 -8.21255 -0.21944
H -0.80225 -5.92191 -1.14013
H 3.17584 -8.62250 0.43920
H 2.37357 -8.06828 2.28923
O -2.24926 -3.05160 1.84272
S -1.62064 -1.93220 2.47227
O -1.19817 -2.05924 3.83719
O -2.57528 -0.67096 2.34342
C -3.96585 -0.86346 2.70751
C -4.17756 -0.92871 4.20315
C -0.29738 -1.36840 1.48045
H -4.32963 -1.75946 2.20441
H -4.45786 0.00217 2.26904
H -3.71759 -1.81623 4.63406
H -5.24981 -0.95815 4.40354
H -3.75404 -0.05100 4.69119
H -0.64093 -1.27804 0.45632
H 0.48153 -2.12637 1.56110
H 0.05260 -0.40930 1.85175
O -2.53237 0.75598 -2.09749
S -1.14851 0.43012 -2.27775
O -0.27122 0.53434 -1.15033
O -0.57782 1.28409 -3.47991
C -0.81718 2.72084 -3.44897
C 0.07488 3.44567 -2.47108
C -0.97228 -1.15960 -2.99903
H -1.87558 2.88162 -3.24413
H -0.61347 3.02772 -4.47235
H -0.14838 3.16992 -1.44186
H -0.07749 4.51835 -2.59550
H 1.12261 3.22968 -2.67297
H -1.62342 -1.22617 -3.86556
H -1.26924 -1.88061 -2.23891
H 0.07048 -1.30442 -3.26741
O 2.25066 5.39978 -4.01168
S 2.04363 6.71588 -4.53885
O 0.83007 6.96970 -5.25753
O 3.29048 7.11262 -5.42558
C 3.73765 6.14479 -6.41645
C 2.84213 6.09718 -7.63188
C 2.24034 7.92947 -3.29297
H 3.82241 5.17396 -5.92901
H 4.73656 6.49453 -6.66650
H 1.85320 5.71391 -7.38748
H 3.29833 5.44065 -8.37394
H 2.73017 7.09090 -8.06479
H 3.16546 7.74442 -2.75481
H 1.38120 7.82451 -2.63324
H 2.25484 8.91130 -3.75776
O 2.75391 11.18246 -3.70169
S 2.13630 12.11748 -4.59922
O 2.62191 12.18919 -5.94083
O 2.16225 13.54802 -3.92937
C 3.43675 14.01154 -3.39487
C 4.39693 14.45272 -4.47362
C 0.39714 11.88622 -4.61194
H 3.85095 13.21838 -2.77331
H 3.14473 14.83803 -2.75142
H 4.71521 13.61798 -5.09514
H 5.27566 14.88962 -3.99751
H 3.93664 15.20408 -5.11447
H 0.03972 11.84719 -3.58719
H 0.22129 10.94077 -5.12248
H -0.05528 12.70619 -5.16276
O -1.16308 -0.49710 8.72827
S -0.17879 -1.47712 9.08462
O 1.14384 -1.02158 9.38993
O -0.14531 -2.61003 8.00338
C -0.02083 -2.22530 6.59087
C 1.38168 -1.81502 6.22164
C -0.76719 -2.45869 10.42083
H -0.75143 -1.44693 6.38379
H -0.33130 -3.11928 6.06019
H 1.67989 -0.89293 6.71865
H 1.40793 -1.66372 5.14248
H 2.09530 -2.59608 6.48228
H -1.76751 -2.80851 10.18329
H -0.77782 -1.81167 11.29502
H -0.08065 -3.28805 10.56646

Entry from the Open Molecules 2025 dataset: a cluster of 7 separate species, C22H61O9P2 in total at a distorted geometry (ωB97M-V/def2-TZVPD).

Calculated values
Total charge: +1
E_tot in Ha: -2234.22250
Kohn-Sham gap in eV: 6.069
LUMO level in eV: -5.26

Geometry (Å):
C 3.57801 2.95121 0.64984
C 2.40235 3.58879 -0.33863
O 2.20436 5.04921 -0.07136
C 0.80844 5.39754 -0.49790
C -0.08394 5.46939 0.87545
O -1.53319 5.62016 0.67328
P -2.21272 4.32586 -0.27290
P -4.00033 3.40207 0.56594
O -4.64323 2.50494 -0.60933
H 3.79070 1.81164 0.43274
H 3.17958 3.08720 1.75404
H 4.53462 3.61418 0.52772
H 2.74509 3.42532 -1.46968
H 1.42279 2.95676 -0.09513
H 0.49578 4.55830 -1.25295
H 0.86417 6.43621 -1.04339
H 0.21513 4.54301 1.55874
H 0.29053 6.43290 1.47132
H -2.54815 4.90804 -1.57955
H -1.22605 3.29489 -0.48240
H -5.02685 4.41257 0.85714
H -3.75299 2.57701 1.74861
C 1.96291 2.13799 5.75854
C 2.49110 1.40597 4.53521
C 2.71447 -0.06961 4.82581
O 3.72105 1.99797 4.12502
H 2.67704 2.08140 6.58783
H 1.81865 3.20116 5.53832
H 1.00891 1.71622 6.08969
H 1.78274 1.51477 3.70677
H 3.45534 -0.20442 5.62202
H 3.10632 -0.58123 3.94016
H 1.78304 -0.55765 5.12895
H 4.35623 1.90602 4.85450
C 5.31403 -3.14605 3.91021
C 4.15203 -3.49396 2.99364
C 4.40491 -4.79419 2.24724
O 3.95964 -2.43972 2.05392
H 6.23804 -3.00957 3.33708
H 5.12362 -2.20176 4.43147
H 5.47779 -3.93069 4.65531
H 3.23212 -3.58033 3.58205
H 5.29671 -4.71608 1.61508
H 3.56594 -5.02561 1.58223
H 4.54139 -5.62831 2.94241
H 4.77156 -2.35576 1.52688
C 6.82999 3.76861 -3.42602
C 5.40746 3.26297 -3.60524
C 4.71990 3.94606 -4.77670
O 4.66522 3.50853 -2.41349
H 6.84023 4.84446 -3.21784
H 7.30827 3.27735 -2.57187
H 7.43163 3.58016 -4.32053
H 5.41944 2.17955 -3.76641
H 4.65529 5.02825 -4.61633
H 3.69291 3.58134 -4.88607
H 5.25820 3.76295 -5.71176
H 4.64924 4.46820 -2.26240
C -0.53309 -4.39783 -1.48205
C 0.32835 -4.81767 -0.30178
C 0.22339 -3.82240 0.84281
O 1.68748 -4.91489 -0.71992
H -0.21308 -3.42611 -1.87480
H -0.43803 -5.11677 -2.30286
H -1.58738 -4.32925 -1.19673
H 0.02020 -5.81027 0.04423
H 0.57030 -2.83026 0.53243
H 0.85809 -4.13091 1.68046
H -0.80819 -3.73654 1.19792
H 1.96976 -4.03800 -1.02884
C -8.83709 2.32756 -1.87924
C -8.30890 1.59554 -3.10257
C -8.08553 0.11996 -2.81198
O -7.07895 2.18754 -3.51277
H -8.12296 2.27097 -1.04996
H -8.98135 3.39073 -2.09947
H -9.79109 1.90579 -1.54810
H -9.01726 1.70434 -3.93101
H -7.34466 -0.01486 -2.01576
H -7.69368 -0.39166 -3.69763
H -9.01696 -0.36808 -2.50883
H -6.44377 2.09559 -2.78328
C -5.23550 -6.04161 -0.22857
C -4.55878 -5.48164 -1.46948
C -5.29511 -5.89142 -2.73501
O -3.21600 -5.95579 -1.52986
H -5.24745 -7.13721 -0.24931
H -4.68774 -5.74903 0.67365
H -6.26589 -5.68256 -0.14475
H -4.51780 -4.38889 -1.40503
H -5.30909 -6.98175 -2.84460
H -4.78985 -5.49164 -3.62077
H -6.32729 -5.52786 -2.72643
H -3.24253 -6.92535 -1.58731